{"formula": "C4H3NO3", "method": "wB97M-V/def2-TZVPD", "homo_lumo_gap_ev": 9.63, "fmax_ev_per_a": 8.03, "symbols": ["C", "C", "C", "C", "H", "H", "H", "N", "O", "O", "O"], "xyz": [[-2.182857, -0.162446, -0.130105], [-0.015135, 0.187833, -0.270254], [1.008638, 0.839913, 0.270200], [1.914802, -0.137464, 0.296757], [-3.354607, 0.177605, -0.361299], [0.992391, 1.851587, 0.467829], [3.163082, -0.112873, 0.367319], [1.435606, -1.342726, -0.215927], [-1.996247, -1.093823, 0.615316], [-1.124452, 0.801635, -0.409987], [0.158775, -1.009246, -0.629845]], "forces_ev_per_a": [[-2.713, 0.485, 2.504], [0.900, 2.003, 0.525], [-0.061, 0.203, -0.025], [6.048, -5.068, -1.481], [3.465, -0.408, -0.196], [0.256, 1.691, 0.667], [-3.885, -0.111, 0.440], [2.343, 2.328, 0.839], [-0.478, 1.622, -1.853], [-6.365, -0.984, -1.384], [0.488, -1.760, -0.036]], "mulliken_charge": [0.132, 0.933, -0.580, -0.269, 0.305, 0.432, 0.273, -0.407, -0.369, -0.376, -0.072]}


{"formula": "C4H3NO3", "method": "wB97M-V/def2-TZVPD", "homo_lumo_gap_ev": 9.73, "fmax_ev_per_a": 5.08, "symbols": ["C", "C", "C", "C", "H", "H", "H", "N", "O", "O", "O"], "xyz": [[1.566257, 0.481803, 0.039584], [0.327654, 0.025483, 0.143235], [-1.173492, -1.531560, -0.066700], [-0.956925, 0.732994, -0.060135], [2.855466, -0.939729, 0.155132], [1.666417, 1.620289, 0.186884], [-1.663009, -2.564359, 0.006740], [0.100682, -1.399411, -0.185643], [2.809456, 0.020191, -0.006231], [-1.863791, -0.230651, 0.218066], [-1.213740, 1.888880, -0.134980]], "forces_ev_per_a": [[0.943, 4.847, 1.202], [0.510, -3.025, -3.176], [1.114, 0.869, 0.876], [1.348, -0.052, 2.609], [-0.201, 0.183, -0.339], [-0.427, -1.632, -0.570], [0.027, 2.217, -0.372], [-1.923, 0.913, 1.568], [-0.339, -1.427, 0.195], [-0.794, -3.412, -1.417], [-0.258, 0.520, -0.576]], "mulliken_charge": [-0.023, 0.257, 0.018, 0.550, 0.341, 0.262, 0.342, -0.436, -0.467, -0.314, -0.530]}


{"formula": "C4H3NO3", "method": "wB97M-V/def2-TZVPD", "homo_lumo_gap_ev": [7.99, 7.76], "fmax_ev_per_a": 4.21, "symbols": ["C", "C", "C", "C", "N", "O", "O", "O", "H", "H", "H"], "xyz": [[-1.286445, -0.509972, -0.006362], [1.314019, -0.496751, 0.048714], [-1.240558, 0.944319, -0.022993], [1.287289, 0.923507, 0.027015], [-0.049151, -1.136800, 0.063837], [-2.275151, -1.250879, -0.066152], [2.264766, -1.270020, -0.013237], [0.022367, 1.434913, -0.034358], [-1.898617, 1.727848, -0.237439], [1.988313, 1.830887, -0.027744], [-0.126837, -2.197054, 0.268714]], "forces_ev_per_a": [[-1.257, -1.900, -0.155], [-0.316, -3.532, -0.338], [4.024, -1.242, -0.101], [-2.345, 2.267, -0.204], [1.671, 0.384, 0.784], [0.438, 1.546, 0.171], [-0.692, 1.435, 0.320], [-0.060, 0.501, 0.150], [-1.373, 0.413, -0.050], [-0.608, -2.380, 0.152], [0.519, 2.508, -0.728]], "mulliken_charge": [0.463, 0.309, -0.160, -0.036, -0.091, -0.645, -0.592, -0.342, 0.448, 0.362, 0.284]}


{"formula": "C4H3NO3", "method": "wB97M-V/def2-TZVPD", "homo_lumo_gap_ev": 10.53, "fmax_ev_per_a": 7.76, "symbols": ["C", "C", "C", "C", "H", "H", "H", "N", "O", "O", "O"], "xyz": [[0.801765, -1.352873, -0.515250], [-0.169371, -0.611830, 0.430384], [-0.453953, 1.001805, 0.177359], [-1.609352, 1.792827, 0.070696], [2.200840, -0.510505, 0.401225], [-0.916983, -1.288805, 0.793703], [-0.023970, 1.432423, -0.789358], [-2.579099, 2.474377, -0.176339], [2.131944, -1.032830, -0.532931], [0.434724, -2.303440, -1.174079], [0.183456, 0.398852, 1.314591]], "forces_ev_per_a": [[0.640, -1.844, -0.733], [-1.024, 1.992, -1.687], [1.374, -3.310, -1.998], [-7.074, 3.178, 0.309], [0.482, -1.284, -3.202], [-0.630, 0.002, -0.056], [1.655, -1.039, 1.665], [5.141, -3.412, 1.272], [-1.297, 2.313, 4.124], [-0.299, 1.705, 0.860], [1.034, 1.699, -0.556]], "mulliken_charge": [0.401, 0.070, 0.234, 0.006, 0.380, 0.408, 0.261, -0.400, -0.466, -0.499, -0.395]}